Record 1
{
  "formula": "C27H26Cl3N2OPTc",
  "method": "ωB97M-V with the def2-TZVPD basis set",
  "s_squared": 3.786,
  "energy_ev": -82486.818,
  "total_charge": 2,
  "gap_ev": [7.0, 5.2],
  "multiplicity": 4,
  "elements": ["Tc", "N", "C", "C", "C", "N", "H", "H", "H", "H", "H", "H", "H", "H", "H", "H", "Cl", "C", "C", "C", "Cl", "C", "O", "C", "Cl", "C", "H", "H", "C", "C", "C", "C", "C", "C", "P", "C", "C", "C", "C", "C", "C", "C", "C", "C", "C", "C", "C", "H", "H", "H", "H", "H", "H", "H", "H", "H", "H", "H", "H", "H", "H"],
  "xyz": [[0.3333, -0.5123, 0.7966], [0.8689, 0.7307, 2.4317], [2.1611, 0.4139, 3.1441], [3.3620, 0.0805, 2.2236], [3.1699, -1.2017, 1.4423], [2.2147, -1.0890, 0.2944], [0.8165, 1.7424, 2.0914], [0.2443, 0.6512, 3.2309], [1.8357, -0.3708, 3.8411], [2.3539, 1.2949, 3.7683], [4.2758, -0.0526, 2.8445], [3.5719, 0.9631, 1.6286], [2.7685, -2.0545, 2.0425], [4.2241, -1.4270, 1.0773], [2.1883, -1.9490, -0.2914], [2.6092, -0.3236, -0.3496], [-4.9007, -2.7533, 4.9762], [-3.4032, -2.7905, 4.1202], [-3.3240, -1.8963, 3.0096], [-2.0884, -1.4830, 2.5135], [-2.0659, -0.1056, 1.4317], [-0.9183, -2.2818, 2.8014], [0.2244, -2.0375, 2.1923], [-1.0381, -3.3744, 3.6986], [0.3549, -4.3373, 4.1220], [-2.2409, -3.5812, 4.3588], [-4.1223, -1.2410, 2.7912], [-2.3561, -4.4427, 4.9718], [-3.6354, 3.6511, -1.3089], [-2.3754, 4.1101, -0.8774], [-1.3349, 3.2124, -0.6948], [-1.4070, 1.8968, -1.0631], [-2.6828, 1.4004, -1.5727], [-3.7685, 2.2878, -1.6228], [0.0123, 0.8231, -1.1376], [1.3247, 1.4796, -2.2044], [1.2513, 1.4720, -3.6148], [2.2662, 2.0485, -4.3834], [3.1432, 2.9329, -3.7689], [3.1631, 2.9829, -2.3811], [2.2710, 2.2593, -1.5839], [-0.4336, -0.7926, -1.7550], [-0.8263, -1.1524, -3.0402], [-1.0959, -2.5143, -3.2595], [-0.8723, -3.5233, -2.2795], [-0.5368, -3.1139, -0.9593], [-0.2718, -1.7489, -0.7266], [-4.4545, 4.3439, -1.3876], [-2.2796, 5.0971, -0.4801], [-0.4517, 3.6329, -0.2229], [-2.7402, 0.3342, -1.9361], [-4.7502, 1.8705, -1.9267], [0.5351, 0.7646, -4.0437], [2.3113, 1.7401, -5.3929], [3.7773, 3.5701, -4.4307], [3.9829, 3.5629, -1.9227], [2.4228, 2.3541, -0.4684], [-0.9541, -0.3453, -3.7840], [-1.4731, -2.8406, -4.2193], [-0.9288, -4.5838, -2.5841], [-0.3079, -3.7836, -0.1704]]
}

=====

Record 2
{
  "formula": "C27H26Cl4N3O8Pd",
  "method": "ωB97M-V with the def2-TZVPD basis set",
  "s_squared": 6.069,
  "energy_ev": -102828.781,
  "total_charge": 1,
  "gap_ev": [7.7, 6.4],
  "multiplicity": 5,
  "elements": ["Pd", "Cl", "C", "C", "Cl", "C", "Cl", "C", "O", "C", "O", "C", "Cl", "O", "C", "O", "C", "C", "C", "C", "C", "C", "N", "O", "O", "H", "H", "H", "H", "C", "N", "C", "C", "C", "C", "C", "C", "C", "C", "H", "H", "H", "H", "H", "H", "H", "H", "H", "H", "H", "H", "H", "O", "C", "O", "C", "N", "C", "C", "C", "H", "H", "H", "H", "H", "H", "H", "H", "H"],
  "xyz": [[-0.7961, -0.5303, 0.1175], [-7.7602, -0.3061, 1.1799], [-6.0857, 0.0395, 1.1903], [-5.6451, 1.3485, 1.5833], [-6.8110, 2.5328, 1.9789], [-4.3083, 1.6528, 1.6255], [-3.7418, 3.2115, 2.0838], [-3.3328, 0.6820, 1.2772], [-2.0881, 0.9142, 1.2943], [-3.7768, -0.6527, 0.8727], [-2.8976, -1.5077, 0.5814], [-5.1787, -0.9195, 0.8280], [-5.6611, -2.4813, 0.2981], [1.1892, 3.0948, -1.1621], [1.1487, 1.9230, -0.8276], [0.0325, 1.3398, -0.4796], [2.4366, 1.1565, -0.7372], [3.5359, 1.6011, -1.4164], [4.8021, 1.0395, -1.2276], [4.9437, 0.0235, -0.2583], [3.9269, -0.4502, 0.4841], [2.5462, 0.0482, 0.2586], [6.2985, -0.5298, -0.0163], [6.3795, -1.5240, 0.6715], [7.2275, 0.0538, -0.5267], [3.4054, 2.4294, -2.0994], [5.6720, 1.3937, -1.7578], [4.0966, -1.2048, 1.2388], [1.9104, -0.7916, -0.0442], [-0.8558, -0.6774, -3.1968], [-1.7684, -1.8225, -3.4777], [-1.1586, -2.7513, -4.4690], [-2.2332, -2.5586, -2.2260], [-1.1192, -3.1933, -1.4460], [-0.8611, -4.5508, -1.6392], [0.1042, -5.2067, -0.8926], [0.8310, -4.5019, 0.0539], [0.5851, -3.1475, 0.2462], [-0.3882, -2.4796, -0.4927], [-0.7519, -0.0864, -4.1042], [0.1100, -1.0721, -2.8929], [-1.2723, -0.0628, -2.3989], [-2.6144, -1.4360, -3.8963], [-0.3157, -3.2454, -3.9935], [-0.8245, -2.1818, -5.3323], [-1.8994, -3.4879, -4.7695], [-2.9336, -3.3142, -2.5808], [-2.7743, -1.8395, -1.6139], [-1.4359, -5.1076, -2.3719], [0.2717, -6.2653, -1.0346], [1.5714, -5.0085, 0.6591], [1.1534, -2.6202, 1.0052], [3.1767, 2.2592, 1.7380], [2.2051, 1.6279, 2.0337], [1.9028, 0.4118, 1.5506], [1.0968, 2.1495, 2.9504], [-0.0234, 2.6783, 2.0806], [0.0230, 4.1883, 2.0925], [1.3317, 4.5313, 2.7928], [1.5498, 3.3605, 3.7551], [0.7064, 1.3236, 3.5433], [-0.9315, 2.3327, 2.4021], [0.0162, 2.2983, 1.1054], [-0.8408, 4.5372, 2.6540], [-0.0420, 4.5407, 1.0670], [1.2619, 5.4860, 3.3086], [2.1496, 4.5813, 2.0766], [0.9381, 3.4647, 4.6520], [2.5909, 3.2596, 4.0514]]
}

=====

Record 3
{
  "formula": "C27H26CoN5O5SSe",
  "method": "ωB97M-V with the def2-TZVPD basis set",
  "s_squared": 1.089,
  "energy_ev": -159922.356,
  "total_charge": -1,
  "gap_ev": [5.6, 5.5],
  "multiplicity": 2,
  "elements": ["Co", "O", "C", "C", "N", "C", "C", "O", "O", "C", "C", "O", "O", "H", "H", "H", "H", "H", "H", "H", "H", "H", "S", "N", "C", "C", "C", "C", "C", "N", "C", "C", "N", "C", "C", "C", "C", "C", "N", "H", "H", "H", "H", "H", "H", "C", "C", "C", "C", "C", "C", "Se", "C", "C", "C", "H", "H", "H", "H", "H", "H", "H", "H", "H", "H", "H"],
  "xyz": [[0.9460, 0.4689, 0.2024], [3.6177, -1.2816, 0.6064], [4.6924, -0.7319, -0.1355], [4.9516, 0.6801, 0.3628], [3.8350, 1.5714, 0.1551], [3.6868, 2.6606, 1.0865], [2.2159, 3.0311, 1.3372], [1.9749, 4.1760, 1.7218], [1.3367, 2.1197, 1.1781], [3.6630, 1.9989, -1.2148], [2.9564, 0.9799, -2.1174], [3.3360, 0.8599, -3.2833], [1.9854, 0.3424, -1.5845], [3.2264, -1.9997, 0.1038], [4.4787, -0.7232, -1.2070], [5.6036, -1.3256, 0.0207], [5.8648, 1.0453, -0.1458], [5.1709, 0.6275, 1.4307], [4.1877, 3.5797, 0.7491], [4.1218, 2.3995, 2.0536], [4.6129, 2.2916, -1.6876], [3.0166, 2.8821, -1.2144], [-3.1072, -0.7937, -5.8694], [-2.4448, -1.8315, -4.8197], [-1.9026, -1.1076, -3.8582], [-1.1902, -1.6314, -2.7108], [-0.9614, -2.9876, -2.4842], [-0.2491, -3.3585, -1.3681], [0.2373, -2.3740, -0.5097], [0.0305, -1.0864, -0.7194], [-0.6807, -0.7098, -1.7950], [-0.9028, 0.7226, -1.9591], [-0.4316, 1.5024, -0.9815], [-0.5471, 2.8158, -1.0809], [-1.1551, 3.4195, -2.1814], [-1.6705, 2.6294, -3.1846], [-1.5586, 1.2433, -3.0755], [-2.0710, 0.2984, -4.0448], [-2.7377, 0.6039, -5.1424], [-1.3446, -3.7179, -3.1848], [-0.0530, -4.3986, -1.1471], [0.8090, -2.5962, 0.3844], [-0.1362, 3.3791, -0.2488], [-1.2103, 4.4978, -2.2346], [-2.1552, 3.0579, -4.0521], [-5.4298, -1.5005, 3.1893], [-3.9563, -1.3055, 2.9481], [-3.0861, -2.3788, 2.8702], [-1.7192, -2.2080, 2.6595], [-0.8635, -3.4489, 2.6176], [-1.1750, -0.9193, 2.5203], [0.7490, -0.7003, 2.3700], [-2.0547, 0.1820, 2.6011], [-1.6143, 1.6153, 2.4816], [-3.4140, -0.0369, 2.8075], [-5.6813, -2.5604, 3.2472], [-6.0264, -1.0581, 2.3880], [-5.7448, -1.0310, 4.1243], [-3.4745, -3.3872, 2.9838], [-1.4367, -4.3153, 2.9534], [0.0246, -3.3427, 3.2395], [-0.5175, -3.6573, 1.6036], [-0.5879, 1.7289, 2.1592], [-1.7112, 2.1217, 3.4463], [-2.2598, 2.1440, 1.7739], [-4.0692, 0.8290, 2.8652]]
}

=====

Record 4
{
  "formula": "C27H26F6N2O5PRuS2",
  "method": "ωB97M-V with the def2-TZVPD basis set",
  "s_squared": 6.043,
  "energy_ev": -91474.117,
  "total_charge": 1,
  "gap_ev": [7.6, 7.6],
  "multiplicity": 5,
  "elements": ["Ru", "C", "C", "C", "C", "C", "O", "C", "N", "C", "C", "C", "C", "C", "C", "P", "C", "C", "C", "C", "C", "C", "C", "C", "C", "C", "C", "C", "H", "H", "H", "H", "H", "H", "H", "H", "H", "H", "H", "H", "H", "H", "H", "H", "H", "H", "H", "H", "H", "H", "H", "H", "F", "C", "F", "F", "S", "O", "O", "N", "S", "O", "O", "C", "F", "F", "F", "C", "H", "H"],
  "xyz": [[0.1288, -1.3882, 0.1618], [-1.3964, -4.1108, 0.8519], [-2.6066, -3.3663, 1.3779], [-3.4706, -2.8174, 0.2516], [-2.1482, -2.2759, 2.3515], [-3.2823, -1.6890, 3.1914], [-3.3109, -0.2980, 2.8229], [-2.3190, -0.0697, 1.9692], [-1.5851, -1.0805, 1.6489], [-2.2488, 1.3462, 1.5345], [-3.3298, 2.1517, 1.9040], [-3.3914, 3.4819, 1.5286], [-2.3721, 4.0256, 0.7684], [-1.2947, 3.2371, 0.4025], [-1.2060, 1.8978, 0.7786], [0.3543, 1.0559, 0.3302], [0.6706, 1.7262, -1.3275], [-0.3605, 1.7214, -2.2657], [-0.1397, 2.1971, -3.5462], [1.1103, 2.6862, -3.8990], [2.1425, 2.6850, -2.9728], [1.9287, 2.1970, -1.6922], [1.5671, 1.8047, 1.4488], [2.1369, 1.0967, 2.4670], [3.0132, 1.5457, 3.4158], [3.3498, 2.8932, 3.3304], [2.8037, 3.6919, 2.3269], [1.9244, 3.1663, 1.4011], [-1.6055, -4.7700, 0.0120], [-0.8765, -4.6701, 1.6309], [-0.6605, -3.3766, 0.4773], [-3.2085, -4.0632, 1.9725], [-2.8954, -2.1843, -0.4320], [-4.3111, -2.2283, 0.6216], [-3.8814, -3.6365, -0.3358], [-1.3692, -2.6855, 2.9987], [-3.1105, -1.7409, 4.2648], [-4.2562, -2.1134, 2.9500], [-4.1317, 1.7273, 2.4847], [-4.2382, 4.0823, 1.8298], [-2.4069, 5.0605, 0.4571], [-0.5115, 3.6766, -0.2009], [-1.3423, 1.3442, -2.0065], [-0.9420, 2.1846, -4.2698], [1.2812, 3.0703, -4.8955], [3.1220, 3.0536, -3.2426], [2.7459, 2.1772, -0.9870], [1.8809, -1.0743, 2.1816], [3.4205, 0.9026, 4.1819], [4.0410, 3.3204, 4.0440], [3.0692, 4.7375, 2.2681], [1.5247, 3.8161, 0.6317], [4.5819, 0.5842, -2.1098], [4.1954, -0.4223, -2.8948], [3.6631, 0.0642, -4.0036], [5.2525, -1.1560, -3.2008], [2.9778, -1.5033, -1.9448], [2.5615, -0.7484, -0.7661], [3.6335, -2.7484, -1.7410], [1.7661, -1.5475, -3.0006], [0.4618, -2.1965, -2.5068], [-0.5993, -1.2543, -2.1211], [0.6581, -3.1426, -1.3931], [-0.1595, -3.1205, -3.9806], [-0.3494, -2.2777, -4.9806], [0.7183, -4.0447, -4.3208], [-1.3124, -3.6930, -3.6487], [1.3048, -1.8952, 1.7237], [0.6651, -2.4009, 2.4468], [1.9746, -2.6194, 1.2460]]
}